Entry 1:
{"formula": "C30H34F3MnN8O3S2Si2", "method": "wB97M-V/def2-TZVPD", "elements": ["Mn", "C", "Si", "C", "C", "C", "C", "C", "C", "C", "C", "N", "Si", "C", "C", "C", "H", "H", "H", "H", "H", "H", "H", "H", "H", "H", "H", "H", "H", "H", "H", "H", "H", "H", "H", "H", "H", "H", "N", "C", "C", "C", "C", "C", "C", "S", "O", "O", "N", "C", "S", "C", "C", "N", "H", "H", "H", "H", "H", "H", "H", "H", "F", "C", "F", "F", "C", "C", "C", "N", "C", "C", "H", "H", "H", "H", "O", "N", "C", "C", "N", "C", "N"], "xyz": [[0.61, -0.32, -0.13], [1.49, 2.80, 2.00], [0.82, 1.28, 2.89], [1.61, 1.38, 4.60], [-1.04, 1.32, 3.16], [1.37, -0.30, 1.97], [2.72, -0.11, 1.39], [3.98, -0.09, 1.99], [5.09, 0.10, 1.19], [4.95, 0.25, -0.19], [3.68, 0.22, -0.73], [2.62, 0.05, 0.06], [1.19, -1.98, 2.86], [-0.60, -2.34, 3.25], [2.14, -1.99, 4.50], [2.04, -3.36, 1.90], [0.70, 3.53, 1.79], [2.00, 2.59, 1.05], [2.23, 3.29, 2.64], [1.46, 2.42, 4.93], [2.68, 1.19, 4.62], [1.12, 0.74, 5.34], [-1.45, 2.29, 2.91], [-1.25, 1.13, 4.21], [-1.58, 0.57, 2.58], [4.08, -0.22, 3.06], [6.07, 0.12, 1.63], [5.81, 0.40, -0.83], [3.47, 0.32, -1.79], [-0.89, -1.84, 4.18], [-0.75, -3.41, 3.39], [-1.29, -2.02, 2.47], [1.87, -1.24, 5.23], [3.23, -1.97, 4.35], [1.92, -2.97, 4.94], [2.67, -3.00, 1.09], [1.33, -4.06, 1.46], [2.68, -3.92, 2.59], [-5.04, -0.98, -5.28], [-4.57, -1.04, -3.98], [-5.01, -2.02, -3.10], [-4.53, -2.08, -1.80], [-3.61, -1.14, -1.37], [-3.17, -0.15, -2.23], [-3.65, -0.09, -3.52], [-2.90, -1.23, 0.24], [-3.11, 0.03, 0.91], [-3.38, -2.43, 0.86], [-1.31, -1.33, -0.04], [-0.77, -2.50, -0.47], [-1.50, -3.97, -0.97], [0.06, -4.56, -1.43], [1.01, -3.64, -1.16], [0.54, -2.48, -0.60], [-5.42, -1.84, -5.65], [-4.44, -0.50, -5.93], [-5.73, -2.76, -3.44], [-4.87, -2.86, -1.13], [-2.42, 0.56, -1.90], [-3.28, 0.67, -4.20], [0.19, -5.54, -1.85], [2.07, -3.75, -1.35], [-1.35, 6.58, -0.21], [-1.16, 5.87, -1.33], [-0.20, 6.48, -2.04], [-2.30, 5.94, -2.04], [-0.81, 4.44, -1.01], [-1.69, 3.68, -0.26], [-1.35, 2.37, 0.04], [-0.21, 1.81, -0.38], [0.62, 2.55, -1.11], [0.37, 3.87, -1.45], [-2.63, 4.09, 0.09], [-2.02, 1.73, 0.60], [1.53, 2.07, -1.46], [1.08, 4.43, -2.04], [0.61, -0.20, -2.17], [1.39, 0.24, -3.09], [1.03, -0.05, -4.31], [-0.12, -0.87, -4.57], [-1.04, -1.52, -4.79], [1.83, 0.43, -5.38], [2.48, 0.82, -6.25]], "lowdin_charge": [0.883, -0.155, 0.504, -0.179, -0.159, -0.309, -0.394, -0.003, -0.035, -0.041, -0.084, 0.015, 0.498, -0.151, -0.172, -0.164, 0.033, 0.012, 0.037, 0.039, 0.030, 0.021, 0.036, 0.040, 0.004, 0.106, 0.115, 0.109, 0.103, 0.040, 0.045, -0.001, 0.008, 0.027, 0.041, 0.023, 0.028, 0.035, 0.108, -0.320, -0.023, -0.066, -0.306, -0.060, -0.042, 0.572, -0.322, -0.319, -0.186, -0.726, 1.097, -0.379, -0.245, -0.051, 0.091, 0.091, 0.112, 0.114, 0.099, 0.113, 0.064, 0.114, 0.153, -0.591, 0.149, 0.157, -0.096, 0.038, -0.105, 0.034, -0.128, 0.037, 0.137, 0.077, 0.091, 0.128, -0.260, -0.018, -0.299, -0.165, 0.192, -0.191, 0.150], "lumo_ev": [-1.64, -0.55], "s2": 6.3922, "orbital_gap_ev": [6.4, 7.5], "spin_multiplicity": 5, "e_homo_ev": [-8.0348, -8.0448], "largest_force_ha_per_bohr": 0.0109}

Entry 2:
{"formula": "C30H34N4O4", "method": "wB97M-V/def2-TZVPD", "elements": ["C", "C", "C", "C", "C", "C", "C", "C", "O", "N", "C", "C", "C", "C", "C", "N", "C", "O", "C", "C", "C", "O", "N", "C", "C", "C", "C", "O", "N", "C", "C", "C", "C", "C", "C", "C", "C", "C", "H", "H", "H", "H", "H", "H", "H", "H", "H", "H", "H", "H", "H", "H", "H", "H", "H", "H", "H", "H", "H", "H", "H", "H", "H", "H", "H", "H", "H", "H", "H", "H", "H", "H"], "xyz": [[-4.23, -6.51, 0.89], [-4.24, -5.72, -0.42], [-3.72, -4.33, -0.19], [-2.37, -4.04, -0.29], [-1.88, -2.77, -0.04], [-2.75, -1.74, 0.31], [-2.24, -0.35, 0.62], [-3.19, 0.77, 0.18], [-4.02, 0.65, -0.70], [-3.01, 1.91, 0.88], [-3.75, 3.12, 0.61], [-4.51, 3.62, 1.86], [-3.78, 4.89, 2.30], [-3.31, 5.49, 0.98], [-2.81, 4.28, 0.20], [-0.91, -0.08, 0.07], [0.16, -0.42, 0.83], [0.05, -0.87, 1.96], [1.48, -0.25, 0.18], [2.61, -0.32, 0.88], [3.93, -0.21, 0.22], [4.07, 0.04, -0.96], [4.98, -0.40, 1.09], [6.31, -0.37, 0.76], [6.92, -0.13, -0.50], [8.26, -0.23, -0.23], [9.46, -0.09, -1.08], [8.43, -0.50, 1.08], [7.22, -0.59, 1.69], [-0.78, 0.85, -1.00], [-0.13, 2.05, -0.73], [0.02, 3.01, -1.71], [-0.49, 2.78, -2.97], [-1.13, 1.59, -3.25], [-1.28, 0.60, -2.28], [-1.95, -0.69, -2.64], [-4.10, -2.03, 0.44], [-4.58, -3.30, 0.18], [-4.86, -6.03, 1.63], [-3.22, -6.57, 1.29], [-4.60, -7.52, 0.72], [-3.61, -6.23, -1.15], [-5.26, -5.67, -0.81], [-1.68, -4.83, -0.56], [-0.82, -2.59, -0.11], [-2.12, -0.30, 1.72], [-2.30, 1.95, 1.59], [-4.44, 2.87, -0.20], [-4.53, 2.86, 2.63], [-5.53, 3.86, 1.59], [-4.42, 5.56, 2.87], [-2.91, 4.64, 2.92], [-2.54, 6.25, 1.11], [-4.16, 5.95, 0.46], [-2.81, 4.44, -0.88], [-1.79, 4.04, 0.50], [1.52, -0.12, -0.90], [2.57, -0.47, 1.95], [4.79, -0.61, 2.06], [6.43, 0.07, -1.42], [10.02, -1.02, -1.09], [10.11, 0.69, -0.69], [9.16, 0.16, -2.09], [0.26, 2.22, 0.26], [0.54, 3.94, -1.48], [-0.39, 3.53, -3.75], [-1.52, 1.41, -4.24], [-1.41, -1.54, -2.23], [-2.96, -0.70, -2.22], [-2.03, -0.79, -3.72], [-4.79, -1.25, 0.73], [-5.64, -3.50, 0.28]], "lowdin_charge": [-0.096, -0.216, -0.251, -0.026, -0.035, -0.167, -0.123, -0.439, 0.079, 0.114, -0.279, -0.132, -0.197, -0.193, -0.135, 0.046, -0.452, 0.081, 0.034, 0.035, -0.451, 0.085, 0.152, -0.306, 0.057, -0.313, -0.001, 0.000, 0.097, -0.201, -0.038, -0.080, -0.073, -0.027, -0.181, -0.009, -0.016, -0.024, 0.073, 0.074, 0.067, 0.108, 0.108, 0.115, 0.111, 0.160, 0.156, 0.145, 0.111, 0.113, 0.106, 0.110, 0.107, 0.113, 0.113, 0.100, 0.129, 0.119, 0.152, 0.104, 0.089, 0.089, 0.087, 0.126, 0.107, 0.104, 0.113, 0.076, 0.081, 0.085, 0.116, 0.115], "lumo_ev": -0.33, "smiles": "CCc1ccc([C@H](C(=O)NC2CCCC2)N(C(=O)/C=C/C(=O)Nc2cc(C)on2)c2ccccc2C)cc1", "orbital_gap_ev": 8.4, "spin_multiplicity": 1, "e_homo_ev": -8.7607, "de_lowest_kj_mol": 273.9, "largest_force_ha_per_bohr": 0.0258}